No. 1
{"formula": "C51H35ClF15GeN8O2PSTa", "method": "ωB97M-V/def2-TZVPD", "orbital_gap_ev": 7.236, "total_charge": 1, "e_lumo_ev": -2.815, "species": ["Ta", "C", "N", "C", "C", "N", "C", "P", "C", "N", "C", "C", "N", "C", "C", "N", "C", "C", "N", "C", "H", "H", "H", "H", "H", "H", "H", "H", "H", "H", "H", "H", "H", "H", "H", "Cl", "C", "C", "C", "C", "O", "C", "C", "O", "C", "H", "H", "H", "H", "F", "C", "C", "C", "F", "C", "F", "C", "F", "C", "F", "Ge", "S", "C", "C", "F", "C", "F", "C", "F", "C", "F", "C", "F", "C", "C", "F", "C", "F", "C", "F", "C", "F", "C", "F", "C", "C", "C", "C", "N", "C", "C", "H", "H", "H", "H", "H", "H", "H", "C", "C", "C", "C", "C", "C", "C", "C", "N", "H", "H", "H", "H", "H", "H", "H", "H", "H"], "coordinates": [[-0.69, -0.35, 0.09], [-2.74, -1.30, -5.82], [-1.77, -1.35, -4.74], [-0.45, -1.68, -4.86], [0.09, -1.56, -3.61], [-0.87, -1.17, -2.73], [-1.98, -1.04, -3.43], [-3.52, -0.43, -2.73], [-3.50, -1.38, -1.18], [-2.46, -1.71, -0.41], [-2.95, -2.49, 0.61], [-4.28, -2.65, 0.45], [-4.62, -1.95, -0.68], [-5.98, -1.88, -1.21], [-2.83, 1.17, -2.22], [-1.63, 1.32, -1.68], [-1.32, 2.64, -1.78], [-2.37, 3.31, -2.36], [-3.32, 2.37, -2.64], [-4.63, 2.64, -3.20], [-2.33, -1.83, -6.68], [-3.67, -1.78, -5.52], [-2.94, -0.27, -6.12], [-0.01, -1.95, -5.80], [1.11, -1.73, -3.30], [-2.31, -2.87, 1.39], [-5.02, -3.19, 1.03], [-6.25, -2.85, -1.64], [-6.66, -1.64, -0.41], [-6.03, -1.12, -1.98], [-0.37, 3.03, -1.46], [-2.51, 4.35, -2.59], [-4.57, 3.56, -3.78], [-4.93, 1.83, -3.85], [-5.36, 2.77, -2.40], [-4.98, 5.72, 1.64], [-4.24, 4.18, 1.37], [-5.05, 3.06, 1.08], [-4.50, 1.83, 0.86], [-3.09, 1.64, 0.89], [-2.60, 0.47, 0.67], [-2.30, 2.77, 1.18], [-0.89, 2.64, 1.21], [-0.25, 1.62, 0.90], [-2.88, 4.04, 1.43], [-6.12, 3.19, 1.06], [-5.12, 0.96, 0.66], [-0.30, 3.50, 1.55], [-2.25, 4.89, 1.65], [5.81, -0.29, 0.27], [4.97, -0.49, 1.30], [3.73, 0.13, 1.35], [2.95, -0.17, 2.46], [1.76, 0.44, 2.59], [3.35, -1.02, 3.47], [2.58, -1.25, 4.52], [4.60, -1.62, 3.37], [5.01, -2.44, 4.32], [5.42, -1.35, 2.29], [6.61, -1.93, 2.20], [2.99, 1.31, -0.03], [1.32, 0.47, -1.15], [4.43, 1.73, -1.29], [5.40, 2.63, -0.90], [5.36, 3.15, 0.34], [6.46, 3.01, -1.70], [7.37, 3.88, -1.28], [6.56, 2.46, -2.97], [7.57, 2.80, -3.76], [5.62, 1.54, -3.40], [5.73, 1.00, -4.61], [4.58, 1.18, -2.56], [3.73, 0.26, -3.03], [2.48, 3.03, 0.76], [1.88, 3.95, -0.08], [1.70, 3.66, -1.38], [1.43, 5.19, 0.34], [0.84, 6.03, -0.51], [1.60, 5.55, 1.66], [1.18, 6.73, 2.09], [2.22, 4.67, 2.54], [2.40, 5.02, 3.81], [2.64, 3.44, 2.07], [3.26, 2.65, 2.96], [2.46, -6.13, -1.29], [1.75, -4.83, -1.09], [0.41, -4.67, -1.42], [-0.22, -3.47, -1.17], [0.39, -2.41, -0.62], [1.69, -2.56, -0.32], [2.39, -3.73, -0.53], [2.15, -6.61, -2.22], [2.21, -6.82, -0.47], [3.54, -6.01, -1.30], [-0.14, -5.47, -1.88], [-1.26, -3.33, -1.43], [2.18, -1.70, 0.11], [3.44, -3.78, -0.26], [0.05, -3.95, 2.26], [-0.23, -2.92, 3.31], [-0.22, -3.34, 4.64], [-0.46, -2.46, 5.67], [-0.71, -1.13, 5.38], [-0.72, -0.67, 4.08], [-0.97, 0.79, 3.83], [-0.48, -1.57, 3.02], [-0.52, -1.11, 1.68], [-0.30, -4.93, 2.58], [1.12, -4.04, 2.07], [-0.43, -3.71, 1.32], [-0.02, -4.39, 4.85], [-0.45, -2.81, 6.70], [-0.89, -0.43, 6.19], [-1.15, 1.30, 4.78], [-1.84, 0.93, 3.19], [-0.11, 1.24, 3.35]]}

=====

No. 2
{"formula": "C51H38BiBrF6N8O7S", "method": "ωB97M-V/def2-TZVPD", "orbital_gap_ev": 6.555, "total_charge": -2, "e_lumo_ev": 3.148, "species": ["Bi", "O", "C", "C", "C", "C", "C", "C", "C", "O", "N", "N", "C", "C", "C", "C", "C", "C", "C", "O", "H", "H", "H", "H", "H", "H", "H", "H", "H", "H", "Br", "C", "C", "C", "C", "C", "C", "N", "C", "C", "C", "C", "C", "C", "N", "H", "H", "H", "H", "H", "H", "H", "H", "H", "O", "S", "O", "O", "C", "N", "C", "C", "C", "N", "C", "C", "C", "N", "C", "C", "H", "H", "H", "H", "H", "H", "C", "C", "O", "C", "F", "F", "F", "C", "F", "F", "F", "H", "H", "H", "C", "C", "C", "C", "C", "C", "N", "C", "C", "C", "C", "C", "C", "H", "H", "H", "H", "H", "H", "H", "H", "H", "H"], "coordinates": [[-1.02, -0.87, 0.53], [-3.60, 2.77, -1.42], [-3.82, 3.34, -0.22], [-4.24, 4.67, -0.21], [-4.50, 5.31, 0.98], [-4.33, 4.65, 2.20], [-3.91, 3.33, 2.19], [-3.65, 2.66, 1.00], [-3.16, 1.26, 1.05], [-2.51, 0.79, 0.00], [-3.41, 0.59, 2.13], [-2.90, -0.69, 2.03], [-3.22, -1.50, 2.95], [-2.94, -2.92, 2.93], [-3.30, -3.68, 4.05], [-3.22, -5.06, 4.06], [-2.79, -5.71, 2.89], [-2.43, -4.99, 1.78], [-2.46, -3.57, 1.76], [-2.05, -2.94, 0.69], [-3.15, 1.92, -1.28], [-4.35, 5.17, -1.16], [-4.81, 6.35, 0.97], [-4.52, 5.16, 3.13], [-3.76, 2.79, 3.12], [-3.81, -1.11, 3.78], [-3.66, -3.16, 4.93], [-3.51, -5.62, 4.93], [-2.75, -6.80, 2.86], [-2.09, -5.48, 0.87], [5.09, -0.11, -5.61], [4.23, -0.73, -4.03], [2.97, -0.24, -3.71], [2.34, -0.70, -2.56], [2.95, -1.65, -1.75], [4.23, -2.11, -2.08], [4.87, -1.65, -3.23], [2.31, -2.05, -0.56], [2.24, -3.27, -0.26], [1.61, -3.73, 1.00], [1.65, -5.07, 1.35], [1.08, -5.45, 2.56], [0.49, -4.50, 3.36], [0.46, -3.18, 2.91], [1.01, -2.80, 1.75], [2.49, 0.49, -4.34], [1.35, -0.33, -2.29], [4.72, -2.82, -1.43], [5.86, -2.00, -3.48], [2.65, -4.05, -0.91], [2.12, -5.79, 0.69], [1.09, -6.49, 2.86], [0.01, -4.76, 4.29], [-0.03, -2.38, 3.46], [1.75, 7.88, -2.68], [3.18, 7.91, -2.84], [3.66, 7.66, -4.19], [3.85, 9.00, -2.15], [3.78, 6.43, -1.97], [5.11, 6.35, -1.78], [5.54, 5.27, -1.16], [4.71, 4.25, -0.73], [3.36, 4.41, -1.00], [2.90, 5.50, -1.62], [2.36, 3.37, -0.60], [2.73, 2.07, -0.33], [1.76, 1.14, 0.02], [0.46, 1.44, 0.11], [0.10, 2.71, -0.14], [1.00, 3.70, -0.50], [6.62, 5.21, -1.01], [5.09, 3.40, -0.20], [3.76, 1.75, -0.41], [2.03, 0.11, 0.25], [-0.95, 2.94, -0.05], [0.68, 4.71, -0.71], [1.71, 0.07, 4.18], [0.27, 0.51, 3.87], [-0.32, -0.18, 2.89], [0.31, 2.04, 3.58], [-0.81, 2.48, 2.99], [0.49, 2.79, 4.70], [1.33, 2.35, 2.75], [-0.56, 0.30, 5.17], [0.04, 0.72, 6.31], [-1.76, 0.90, 5.12], [-0.79, -1.02, 5.35], [2.28, 0.10, 3.25], [1.70, -0.96, 4.54], [2.19, 0.71, 4.93], [0.57, -4.88, -3.57], [0.37, -3.72, -4.32], [-0.19, -2.59, -3.75], [-0.60, -2.56, -2.39], [-0.39, -3.74, -1.66], [0.18, -4.87, -2.24], [-1.10, -1.39, -1.80], [-1.75, -0.51, -2.71], [-2.90, -0.93, -3.40], [-3.51, -0.09, -4.32], [-3.00, 1.17, -4.58], [-1.87, 1.60, -3.90], [-1.25, 0.76, -2.97], [1.01, -5.76, -4.02], [0.68, -3.69, -5.36], [-0.32, -1.70, -4.35], [-0.73, -3.78, -0.63], [0.30, -5.77, -1.64], [-3.29, -1.92, -3.20], [-4.40, -0.43, -4.84], [-3.48, 1.83, -5.30], [-1.46, 2.58, -4.08], [-0.36, 1.09, -2.45]]}

=====

No. 3
{"formula": "C51H38Cl5HgI2N2O2P2", "method": "ωB97M-V/def2-TZVPD", "orbital_gap_ev": [3.252, 5.234], "multiplicity": 2, "total_charge": -2, "e_lumo_ev": [3.521, 3.521], "s_squared": 0.770, "species": ["Hg", "I", "C", "C", "C", "I", "C", "O", "C", "C", "N", "C", "C", "C", "C", "C", "C", "N", "C", "H", "H", "H", "H", "H", "H", "H", "H", "H", "H", "H", "Cl", "C", "C", "C", "Cl", "C", "Cl", "C", "Cl", "C", "Cl", "O", "C", "C", "C", "C", "C", "C", "C", "P", "C", "C", "C", "C", "C", "C", "C", "C", "C", "C", "C", "C", "H", "H", "H", "H", "H", "H", "H", "H", "H", "H", "H", "H", "H", "H", "C", "P", "C", "C", "C", "C", "C", "C", "C", "C", "C", "C", "C", "C", "H", "H", "H", "H", "H", "H", "H", "H", "H", "H", "H", "H", "H"], "coordinates": [[-0.09, -1.08, 0.59], [6.86, 3.00, -0.55], [5.15, 1.79, -0.62], [5.28, 0.41, -0.70], [4.13, -0.35, -0.78], [4.29, -2.43, -0.90], [2.80, 0.18, -0.83], [1.80, -0.58, -0.99], [2.73, 1.61, -0.72], [1.46, 2.42, -0.76], [0.15, 1.79, -0.59], [-0.79, 2.87, -0.34], [-2.23, 2.65, -0.71], [-2.96, 3.72, -1.23], [-4.32, 3.58, -1.45], [-4.91, 2.36, -1.17], [-4.11, 1.35, -0.68], [-2.81, 1.48, -0.44], [3.89, 2.37, -0.63], [6.25, -0.06, -0.69], [1.47, 3.01, -1.70], [1.54, 3.16, 0.04], [-0.11, 1.25, -1.42], [-0.48, 3.79, -0.87], [-0.75, 3.10, 0.73], [-2.46, 4.65, -1.45], [-4.90, 4.41, -1.85], [-5.97, 2.19, -1.33], [-4.53, 0.37, -0.45], [3.80, 3.44, -0.56], [1.39, 1.70, 2.40], [2.05, 0.15, 2.83], [1.60, -0.99, 2.18], [2.18, -2.18, 2.58], [1.70, -3.67, 1.82], [3.14, -2.26, 3.59], [3.84, -3.77, 4.06], [3.55, -1.09, 4.23], [4.72, -1.16, 5.50], [3.01, 0.13, 3.84], [3.51, 1.58, 4.65], [-1.62, -3.42, 1.19], [-1.26, -2.87, 0.13], [-1.39, -3.49, -1.16], [-1.69, -4.90, -1.07], [-1.78, -5.72, -2.15], [-1.59, -5.21, -3.45], [-1.32, -3.86, -3.58], [-1.22, -2.98, -2.50], [-0.98, -1.22, -2.90], [0.22, -1.30, -4.32], [-0.11, -1.38, -5.67], [0.88, -1.41, -6.65], [2.22, -1.38, -6.28], [2.56, -1.32, -4.94], [1.57, -1.28, -3.97], [-2.53, -0.87, -3.85], [-2.62, 0.26, -4.66], [-3.78, 0.55, -5.36], [-4.90, -0.27, -5.23], [-4.84, -1.37, -4.39], [-3.66, -1.67, -3.71], [-1.83, -5.29, -0.07], [-1.99, -6.78, -2.00], [-1.65, -5.85, -4.33], [-1.18, -3.47, -4.58], [-1.15, -1.41, -5.98], [0.60, -1.48, -7.69], [2.99, -1.41, -7.04], [3.60, -1.30, -4.63], [1.84, -1.23, -2.92], [-1.76, 0.92, -4.75], [-3.82, 1.42, -6.01], [-5.81, -0.04, -5.78], [-5.71, -2.01, -4.27], [-3.61, -2.55, -3.09], [-3.33, 1.73, 3.47], [-2.07, 0.49, 2.88], [-1.09, 0.22, 4.40], [-0.75, 1.27, 5.25], [0.10, 1.07, 6.33], [0.62, -0.20, 6.57], [0.30, -1.25, 5.72], [-0.55, -1.04, 4.64], [-3.21, -0.95, 3.02], [-3.67, -1.55, 1.85], [-4.58, -2.59, 1.89], [-5.05, -3.06, 3.11], [-4.60, -2.47, 4.29], [-3.70, -1.42, 4.24], [-3.63, 1.53, 4.50], [-4.20, 1.64, 2.82], [-2.95, 2.75, 3.39], [-1.14, 2.27, 5.06], [0.36, 1.90, 6.97], [1.30, -0.35, 7.40], [0.73, -2.23, 5.88], [-0.78, -1.86, 3.98], [-3.25, -1.23, 0.90], [-4.90, -3.07, 0.97], [-5.74, -3.89, 3.15], [-4.95, -2.83, 5.25], [-3.35, -0.97, 5.16]]}

=====

No. 4
{"formula": "C51H38FeI2N4O3P2", "method": "ωB97M-V/def2-TZVPD", "orbital_gap_ev": [7.038, 7.005], "multiplicity": 5, "total_charge": 0, "e_lumo_ev": [-0.533, -0.545], "s_squared": 6.012, "species": ["Fe", "O", "C", "O", "C", "C", "C", "C", "C", "C", "C", "C", "C", "N", "H", "H", "H", "H", "H", "H", "I", "C", "C", "C", "I", "C", "C", "C", "C", "N", "C", "C", "O", "H", "H", "H", "H", "C", "C", "P", "C", "C", "C", "C", "C", "C", "C", "C", "C", "C", "C", "C", "P", "C", "C", "C", "C", "C", "C", "C", "C", "C", "C", "C", "C", "H", "H", "H", "H", "H", "H", "H", "H", "H", "H", "H", "H", "H", "H", "H", "H", "H", "H", "H", "H", "H", "H", "H", "H", "N", "C", "C", "C", "C", "N", "C", "C", "H", "H", "H", "H"], "coordinates": [[-0.25, 0.28, -0.30], [-4.27, 0.40, 0.88], [-3.22, 0.51, 0.27], [-2.19, -0.24, 0.35], [-3.07, 1.66, -0.72], [-4.21, 2.29, -1.26], [-4.03, 3.24, -2.22], [-2.72, 3.59, -2.62], [-2.46, 4.54, -3.64], [-1.17, 4.85, -3.98], [-0.09, 4.24, -3.30], [-0.31, 3.34, -2.31], [-1.64, 2.96, -1.97], [-1.85, 1.97, -1.05], [-5.18, 1.99, -0.90], [-4.88, 3.73, -2.69], [-3.29, 5.01, -4.14], [-0.98, 5.56, -4.77], [0.93, 4.50, -3.57], [0.50, 2.87, -1.77], [3.22, 1.89, -3.72], [1.34, 1.09, -4.04], [0.76, 1.20, -5.32], [-0.49, 0.71, -5.58], [-1.32, 1.03, -7.46], [-1.19, 0.01, -4.57], [-2.45, -0.61, -4.73], [-3.00, -1.33, -3.71], [-2.30, -1.42, -2.49], [-1.16, -0.80, -2.28], [-0.60, -0.10, -3.30], [0.67, 0.53, -2.98], [1.12, 0.49, -1.75], [1.31, 1.70, -6.11], [-2.97, -0.52, -5.68], [-3.95, -1.82, -3.81], [-2.71, -1.98, -1.65], [2.42, -1.56, 2.17], [1.13, -2.29, 2.60], [-0.40, -1.47, 1.96], [-0.92, -0.41, 3.36], [0.00, 0.15, 4.25], [-0.42, 1.04, 5.24], [-1.76, 1.38, 5.34], [-2.68, 0.83, 4.46], [-2.27, -0.05, 3.47], [-1.58, -2.86, 2.04], [-1.91, -3.48, 0.84], [-2.76, -4.57, 0.82], [-3.30, -5.05, 2.00], [-2.98, -4.44, 3.21], [-2.12, -3.35, 3.23], [2.29, -1.00, 0.41], [3.99, -0.38, 0.12], [4.12, 0.98, -0.17], [5.37, 1.57, -0.32], [6.51, 0.80, -0.21], [6.40, -0.56, 0.05], [5.16, -1.14, 0.22], [2.23, -2.66, -0.40], [1.34, -2.87, -1.44], [1.27, -4.10, -2.10], [2.10, -5.14, -1.71], [2.97, -4.96, -0.65], [3.02, -3.74, 0.01], [3.29, -2.22, 2.29], [2.61, -0.68, 2.78], [1.08, -2.42, 3.68], [1.13, -3.29, 2.15], [1.05, -0.11, 4.19], [0.31, 1.45, 5.92], [-2.08, 2.07, 6.11], [-3.73, 1.09, 4.53], [-3.00, -0.46, 2.78], [-1.49, -3.09, -0.09], [-3.01, -5.05, -0.13], [-3.98, -5.90, 1.99], [-3.40, -4.81, 4.13], [-1.88, -2.88, 4.17], [3.23, 1.57, -0.34], [5.44, 2.63, -0.55], [7.49, 1.26, -0.33], [7.29, -1.17, 0.13], [5.11, -2.20, 0.42], [0.69, -2.07, -1.76], [0.56, -4.23, -2.91], [2.06, -6.09, -2.23], [3.61, -5.77, -0.32], [3.67, -3.65, 0.87], [0.96, 5.54, 5.12], [0.78, 4.75, 4.31], [0.54, 3.74, 3.30], [1.60, 3.04, 2.75], [1.33, 2.09, 1.79], [0.09, 1.84, 1.33], [-0.92, 2.51, 1.88], [-0.74, 3.46, 2.87], [2.62, 3.21, 3.08], [2.12, 1.50, 1.36], [-1.91, 2.27, 1.54], [-1.60, 3.96, 3.31]]}

=====

These records have energy above the lowest of the compared OMol25 structures with the same formula, charge and spin values of 0.0 0.0 5.7 0.0 kcal/mol, in the order they appear.
These records have E values of -7384.598057 -6717.213970 -5958.724991 -4952.952406 hartree, in the order they appear.